{"formula": "C28H56Cl28", "method": "ωB97M-V/def2-TZVPD", "orbital_gap_ev": 10.756, "spin_multiplicity": 1, "fmax_ev_per_a": 3.1, "total_energy_ha": -13985.858586, "total_charge": 0, "de_lowest_kcal_mol": 4.8, "elements": ["Cl", "C", "C", "Cl", "H", "H", "H", "H", "Cl", "C", "C", "Cl", "H", "H", "H", "H", "Cl", "C", "C", "Cl", "H", "H", "H", "H", "Cl", "C", "C", "Cl", "H", "H", "H", "H", "Cl", "C", "C", "Cl", "H", "H", "H", "H", "Cl", "C", "C", "Cl", "H", "H", "H", "H", "Cl", "C", "C", "Cl", "H", "H", "H", "H", "Cl", "C", "C", "Cl", "H", "H", "H", "H", "Cl", "C", "C", "Cl", "H", "H", "H", "H", "Cl", "C", "C", "Cl", "H", "H", "H", "H", "Cl", "C", "C", "Cl", "H", "H", "H", "H", "Cl", "C", "C", "Cl", "H", "H", "H", "H", "Cl", "C", "C", "Cl", "H", "H", "H", "H", "Cl", "C", "C", "Cl", "H", "H", "H", "H"], "coordinates": [[-6.1481, 1.5892, 2.5195], [-4.6197, 0.8076, 3.1204], [-3.6184, 1.8621, 3.4797], [-2.4382, 1.2947, 4.7191], [-4.3866, 0.0193, 2.4942], [-4.9365, 0.2092, 3.9644], [-4.1217, 2.6519, 3.9234], [-3.0424, 2.2462, 2.6310], [3.9094, -6.7911, 2.7122], [5.3637, -6.9010, 1.6135], [5.7531, -5.5768, 1.0406], [6.4232, -4.4246, 2.2105], [5.1528, -7.6525, 0.8579], [6.2248, -7.2914, 2.1972], [4.9332, -5.0105, 0.6563], [6.5723, -5.7418, 0.3395], [6.0281, 1.7567, -0.0814], [4.9731, 1.8343, -1.5799], [5.1935, 0.6235, -2.4839], [4.5441, -0.8848, -1.7213], [5.2221, 2.8270, -2.1592], [3.9323, 1.9436, -1.1866], [6.1869, 0.4863, -2.8277], [4.4078, 0.7003, -3.2629], [1.5888, 4.1995, 1.1803], [1.0296, 4.4192, 2.8393], [-0.1252, 5.3953, 2.9284], [-1.4448, 4.9907, 1.8590], [1.8810, 4.7037, 3.4075], [0.6820, 3.4538, 3.2447], [0.2430, 6.3788, 2.7037], [-0.3947, 5.3847, 3.9770], [-2.8880, 1.6607, -3.0177], [-3.4280, 1.1569, -4.6533], [-4.5227, 2.0720, -5.2226], [-5.3919, 1.1903, -6.4520], [-3.7690, 0.1573, -4.6183], [-2.5232, 1.2251, -5.2233], [-4.0652, 2.9962, -5.6187], [-5.1261, 2.4099, -4.3346], [0.7671, -8.5393, -0.6380], [0.8864, -6.8554, -1.2557], [2.0168, -6.0929, -0.5911], [3.6745, -6.6432, -1.2944], [-0.0518, -6.3761, -0.9886], [1.0515, -6.8127, -2.3000], [2.1343, -6.3666, 0.4731], [2.0892, -5.0570, -0.9764], [2.6957, 4.3043, -4.3660], [1.0694, 4.5639, -5.1298], [0.6861, 3.3501, -5.8620], [-1.1428, 3.5489, -6.1100], [1.2744, 5.3712, -5.8571], [0.3956, 4.8273, -4.3089], [0.7635, 2.4082, -5.3883], [1.1281, 3.2873, -6.8539], [1.1003, 1.5331, 5.7470], [2.2848, 0.1924, 5.7518], [2.3094, -0.3982, 7.0881], [3.7210, -1.4879, 7.2941], [3.2344, 0.6582, 5.4787], [1.9832, -0.5581, 4.9869], [1.3454, -0.8623, 7.3537], [2.5925, 0.3319, 7.8180], [1.0968, -2.4088, 1.2275], [0.6616, -2.2288, 3.0203], [-0.4881, -1.2856, 3.1223], [-1.9465, -1.8799, 2.3692], [1.5374, -1.8405, 3.4726], [0.5098, -3.2756, 3.3371], [-0.2430, -0.2944, 2.6878], [-0.5715, -1.2588, 4.1955], [-4.7378, 4.2250, 0.3620], [-4.3454, 4.8373, -1.2661], [-2.8920, 4.6820, -1.5427], [-2.6283, 5.0619, -3.3059], [-4.6855, 5.8754, -1.3157], [-4.8971, 4.1915, -2.0137], [-2.4666, 3.7348, -1.3421], [-2.1991, 5.3701, -1.0185], [-6.1952, -0.1217, -2.5899], [-5.8264, 0.3980, -0.9699], [-4.5249, -0.2005, -0.4722], [-5.0099, -1.8212, 0.1760], [-6.6618, 0.1616, -0.3160], [-5.6077, 1.4832, -0.9694], [-4.1064, 0.3868, 0.3376], [-3.6861, -0.2660, -1.1758], [1.4532, 1.0322, -2.8237], [0.4567, 1.7223, -1.4824], [-0.2450, 0.6479, -0.7412], [-1.4278, 1.2933, 0.3369], [-0.2653, 2.4852, -1.8992], [1.1415, 2.2615, -0.7845], [0.3879, 0.1637, -0.0435], [-0.7598, -0.0704, -1.3937], [-2.0047, -2.4894, -2.9116], [-2.9318, -3.9614, -2.4747], [-4.3398, -3.8065, -2.8473], [-4.6141, -3.6717, -4.6219], [-2.8714, -4.1364, -1.3549], [-2.4180, -4.7321, -3.0623], [-4.8875, -2.9611, -2.3091], [-4.8804, -4.7189, -2.6985], [5.6787, 0.7698, 3.7881], [5.3253, -0.2801, 2.4465], [3.9209, -0.6843, 2.1815], [2.8442, 0.6384, 1.8541], [5.8823, -1.1941, 2.6555], [5.8287, 0.0957, 1.5782], [3.5460, -1.3157, 3.0298], [3.8311, -1.3125, 1.3211]]}

{"formula": "H22O11", "method": "ωB97M-V/def2-TZVPD", "orbital_gap_ev": 10.196, "spin_multiplicity": 1, "fmax_ev_per_a": 4.0, "smiles": "O.O.O.O.O.O.O.O.O.O.O", "total_energy_ha": -840.799427, "total_charge": 0, "de_lowest_kcal_mol": 50.6, "elements": ["O", "H", "H", "O", "H", "H", "O", "H", "H", "O", "H", "H", "O", "H", "H", "O", "H", "H", "O", "H", "H", "O", "H", "H", "O", "H", "H", "O", "H", "H", "O", "H", "H"], "coordinates": [[7.5850, -18.6460, 0.2120], [8.3420, -19.0630, -0.2020], [7.5410, -18.9360, 1.0940], [1.7370, -16.0440, -0.2640], [0.8740, -16.4050, -0.3180], [2.2100, -16.1990, 0.4960], [2.3010, -19.0620, 1.5960], [2.8290, -19.6900, 2.0970], [3.0120, -18.8460, 0.9870], [8.0240, -18.3630, 3.0570], [7.1150, -18.6380, 3.1170], [8.3860, -18.3490, 3.9940], [4.9740, -16.9260, 1.1020], [4.8730, -15.9870, 1.0230], [5.8820, -16.9660, 1.4070], [4.4080, -14.2010, 1.1720], [3.9040, -13.5020, 1.5930], [4.2880, -13.9570, 0.2550], [6.0820, -17.5480, -1.8890], [6.3300, -17.7880, -0.9830], [5.6550, -18.3050, -2.3250], [3.7370, -18.6350, -0.6880], [4.3380, -17.9870, -0.3550], [4.0890, -18.7530, -1.5480], [6.4430, -13.0990, 2.6790], [5.7700, -13.4260, 2.0660], [6.7000, -13.9500, 3.0910], [4.9100, -19.0380, 3.1260], [4.9280, -18.9270, 4.0940], [4.6430, -18.2050, 2.7990], [7.9340, -15.9520, 1.9060], [7.8650, -16.8890, 2.2030], [8.3230, -15.6940, 2.7810]]}

{"formula": "C15H27N2O10S2", "method": "ωB97M-V/def2-TZVPD", "orbital_gap_ev": 7.358, "spin_multiplicity": 1, "fmax_ev_per_a": 0.2, "total_energy_ha": -2246.069933, "total_charge": -1, "elements": ["C", "C", "O", "C", "C", "O", "C", "S", "O", "O", "N", "S", "O", "O", "C", "C", "N", "H", "H", "H", "H", "H", "H", "H", "H", "H", "H", "H", "H", "H", "H", "H", "O", "C", "O", "C", "C", "C", "H", "H", "H", "H", "H", "H", "O", "C", "O", "C", "C", "C", "H", "H", "H", "H", "H", "H"], "coordinates": [[-3.2970, -4.0910, -2.2683], [-2.8164, -2.7184, -1.8302], [-1.5119, -2.8523, -1.2968], [-0.9755, -1.6074, -0.8862], [0.3480, -1.8539, -0.1746], [0.3244, -1.2069, 1.0778], [1.1308, -1.7963, 2.0556], [0.5848, -1.3207, 3.7006], [1.6049, -1.9016, 4.5453], [-0.7677, -1.7948, 3.8701], [0.7183, 0.2529, 3.6228], [-0.4025, 1.2577, 4.1121], [-0.6262, 1.2234, 5.5434], [-1.5816, 1.3065, 3.2798], [0.4948, 2.7878, 3.7822], [1.4547, 3.1136, 4.8828], [2.7049, 3.2991, 4.7672], [-2.4480, -4.6733, -2.6277], [-3.7572, -4.6316, -1.4409], [-4.0298, -3.9987, -3.0703], [-2.8095, -2.0193, -2.6740], [-3.4772, -2.3046, -1.0583], [-0.8497, -0.9596, -1.7631], [-1.6491, -1.1066, -0.1828], [1.1927, -1.4794, -0.7671], [0.4726, -2.9361, -0.0585], [2.1771, -1.4802, 1.9838], [1.0590, -2.8889, 2.0286], [1.0139, 2.6589, 2.8334], [-0.2737, 3.5559, 3.6809], [1.0230, 3.1740, 5.8814], [2.9785, 3.1937, 3.7860], [-3.7272, -1.3181, -5.0451], [-4.2062, -2.1232, -5.7828], [-5.0619, -3.0879, -5.3537], [-5.3906, -3.9810, -6.4277], [-5.1330, -3.1875, -7.7056], [-3.9856, -2.2812, -7.2766], [-4.7459, -4.8600, -6.3525], [-6.4255, -4.2883, -6.2988], [-4.9062, -3.8269, -8.5561], [-6.0108, -2.5882, -7.9513], [-3.0102, -2.7527, -7.4157], [-3.9655, -1.3052, -7.7534], [4.1485, 5.4918, 1.0169], [4.8276, 5.1478, 1.9387], [5.1649, 3.8538, 2.1504], [5.9240, 3.7241, 3.3680], [6.5176, 5.1074, 3.6162], [5.4402, 6.0097, 3.0272], [5.2441, 3.4330, 4.1706], [6.6641, 2.9420, 3.2187], [6.7217, 5.2848, 4.6699], [7.4491, 5.2240, 3.0592], [4.6533, 6.2396, 3.7488], [5.8041, 6.9403, 2.5996]]}

{"formula": "C4H24N2O8", "method": "ωB97M-V/def2-TZVPD", "orbital_gap_ev": [9.541, 4.335], "spin_multiplicity": 2, "fmax_ev_per_a": 4.3, "total_energy_ha": -877.891295, "total_charge": 1, "de_lowest_kcal_mol": 24.5, "elements": ["C", "C", "C", "N", "C", "N", "O", "H", "H", "H", "H", "H", "H", "H", "H", "H", "H", "H", "H", "O", "H", "H", "O", "H", "H", "O", "H", "H", "O", "H", "H", "O", "H", "H", "O", "H", "H", "O"], "coordinates": [[-2.7511, -1.7584, -0.5174], [-1.3448, -1.1349, -0.3297], [-1.1911, -0.3968, 1.0013], [-1.1822, -0.1898, -1.4434], [-0.7124, 1.1536, -1.3967], [-0.5767, 1.7222, -2.6559], [-0.6859, 1.9148, -0.4517], [-3.3412, -1.3802, -1.3632], [-2.7160, -2.8641, -0.5436], [-3.4742, -1.5145, 0.2989], [-0.6682, -1.9663, -0.4525], [-1.6551, 0.5773, 0.9930], [-0.1358, -0.2193, 1.3585], [-1.5052, -1.1365, 1.7655], [-1.0574, -0.5366, -2.4020], [-0.9058, 1.1875, -3.4517], [-0.5597, 2.7279, -2.6834], [-1.2076, 2.1496, 2.7438], [0.3073, 2.3605, 3.2580], [-0.4621, 2.7575, 2.7952], [1.7585, -1.2333, -3.3579], [2.4018, -0.5563, -2.2025], [1.5299, -0.8834, -2.4793], [0.9740, 3.6584, 1.6612], [0.9131, 2.6735, 0.3359], [1.4166, 3.0547, 1.0664], [1.9470, 0.9886, -0.7715], [2.8998, 2.1589, -0.7006], [2.8898, 1.1865, -0.7407], [-0.9200, -3.2993, 1.7008], [0.3413, -3.2753, 0.9826], [-0.5038, -3.7828, 0.9724], [1.5778, 1.2320, 2.4655], [2.0783, 1.0688, 3.8863], [1.2871, 0.9394, 3.3470], [1.2397, -2.4009, -1.4779], [2.3706, -2.1886, -0.5557], [1.6239, -2.7943, -0.6551]]}